[1]
Density functional theory data (wB97M-V/def2-TZVPD) for one molecule with the formula C5H11N.

The geometry in XYZ format:
```
17
Properties=species:S:1:pos:R:3:nbo_charge:R:1
C -1.2605 -0.6255 0.2260 -0.231
C -0.0545 -0.3313 -0.6468 -0.225
C 1.2965 -0.9030 -0.1509 -0.398
C 1.5682 0.3945 0.5430 -0.424
C 0.5713 1.0581 -0.3258 -0.391
H -1.8897 1.2067 0.0469 0.349
H -3.1829 0.1936 0.6653 0.364
H -1.5214 -1.6650 -0.0756 0.191
H -0.9355 -0.7333 1.3438 0.164
H -0.2886 -0.4996 -1.7479 0.211
H 1.2566 -1.7873 0.4763 0.205
H 2.0982 -1.1474 -0.9605 0.211
H 2.5511 0.8292 0.3389 0.206
H 1.2682 0.4346 1.5740 0.207
H -0.1596 1.8887 0.0365 0.184
H 1.0965 1.4004 -1.2461 0.205
N -2.4141 0.2865 -0.0971 -0.830
```

Computed properties:
relative energy (zero: lowest compared OMol25 entry of this formula, charge and spin)	40.1	kcal/mol
LUMO	1.1	eV
SMILES string	NCC1CCC1
frontier orbital gap	10.70	eV
max |F|	3.41	eV Å⁻¹



[2]
Density functional theory data (wB97M-V/def2-TZVPD) for a 2-piece molecular cluster, C4H9Cl3Si overall.

The geometry in XYZ format:
```
17
Properties=species:S:1:pos:R:3:nbo_charge:R:1
C 1.9375 -1.6551 0.6455 -0.682
C -0.7990 2.0734 -0.1941 -0.690
C 2.4853 -0.3387 0.3088 -0.288
C -0.9193 0.6712 -0.7308 -0.580
Si -2.3642 -0.3042 -0.2551 1.404
Cl -2.3898 -2.0254 -1.4196 -0.374
Cl -2.2674 -0.8985 1.6000 -0.317
Cl -4.0963 0.7931 -0.7565 -0.368
H 2.4931 -2.4938 0.2980 0.218
H 1.0161 -1.7296 0.2304 0.216
H 1.9736 -1.7813 1.7938 0.205
H -1.3247 2.2669 0.7708 0.225
H 0.2389 2.2136 -0.1611 0.232
H -1.2551 2.8140 -0.9318 0.236
H 2.6245 -0.0861 -0.7204 0.165
H 2.9665 0.1745 1.1287 0.171
H -0.3194 0.3062 -1.6066 0.227
```

Computed properties:
relative energy (zero: lowest compared OMol25 entry of this formula, charge and spin)	98.2	kcal/mol
LUMO (spin up / spin down)	-0.8 / 0.3	eV
frontier orbital gap (spin up / spin down)	7.42 / 9.34	eV
max |F|	4.12	eV Å⁻¹



[3]
Density functional theory data (wB97M-V/def2-TZVPD) for C17H11AgN5S as an isolated structure.

The geometry in XYZ format:
```
35
Properties=species:S:1:pos:R:3:nbo_charge:R:1
Ag 1.3324 0.9788 -0.9107 0.822
S -5.1932 -3.2530 -0.8601 0.982
N -4.4093 -2.5398 -2.0681 -0.590
C -3.3524 -1.9459 -1.5464 0.112
C -2.3681 -1.1852 -2.2766 -0.093
C -2.4394 -0.9960 -3.6594 -0.096
C -1.4606 -0.2582 -4.2808 -0.238
C -0.4356 0.2714 -3.5039 0.072
N -0.3535 0.1015 -2.1915 -0.527
C -1.3026 -0.6188 -1.5598 0.248
C -1.2020 -0.8024 -0.1012 0.155
N -0.1629 -0.2383 0.5310 -0.499
C -0.0390 -0.3832 1.8387 0.066
C -0.9452 -1.1017 2.6147 -0.235
C -2.0201 -1.6886 1.9886 -0.104
C -2.1615 -1.5435 0.6057 -0.080
C -3.2534 -2.1227 -0.1358 0.116
N -4.2373 -2.8442 0.3665 -0.589
H -3.2630 -1.4346 -4.2071 0.251
H -1.4759 -0.0868 -5.3473 0.244
H 0.3489 0.8560 -3.9669 0.211
H 0.8244 0.0947 2.2894 0.204
H -0.7983 -1.1906 3.6816 0.241
H -2.7619 -2.2604 2.5303 0.249
C 4.4198 2.5385 2.7424 -0.131
C 3.2509 3.2209 2.4400 -0.242
C 2.4867 2.7924 1.3711 0.042
N 2.8256 1.7441 0.6102 -0.538
C 3.9496 1.0846 0.9124 0.047
C 4.7710 1.4462 1.9641 -0.240
H 5.0526 2.8616 3.5577 0.238
H 2.9332 4.0740 3.0224 0.242
H 1.5726 3.3070 1.1031 0.210
H 4.1987 0.2425 0.2796 0.211
H 5.6689 0.8797 2.1659 0.242
```

Computed properties:
relative energy (zero: lowest compared OMol25 entry of this formula, charge and spin)	3.6	kcal/mol
LUMO	-3.3	eV
frontier orbital gap	8.61	eV
max |F|	0.51	eV Å⁻¹
net charge	+1



[4]
Density functional theory data (wB97M-V/def2-TZVPD) for a 2-piece molecular cluster, C4H14N3 overall.

The geometry in XYZ format:
```
21
Properties=species:S:1:pos:R:3:nbo_charge:R:1
C -1.6389 1.0413 0.0319 -0.456
C -1.9695 -1.3033 -0.1155 0.631
N -1.0631 -0.2874 -0.0970 -0.313
N -3.3319 -1.3539 -0.2809 -0.712
N -1.2410 -2.4539 -0.1316 -0.596
H -0.1829 -0.4921 -0.7192 0.486
H -3.8720 -0.4872 -0.5007 0.469
H -3.7423 -2.2077 0.1891 0.479
H -0.4005 -2.3747 0.3534 0.425
H -1.5702 -3.3435 -0.4003 0.454
H -1.9184 1.2352 1.0030 0.286
H -2.4704 1.2338 -0.7052 0.278
H -0.7718 1.6392 -0.1099 0.264
C 3.3094 0.4298 0.0313 -0.614
C 2.7703 1.8368 0.3179 -0.563
H 2.7866 -0.3972 0.5437 0.195
H 3.2384 0.2756 -0.9971 0.262
H 4.1989 0.4603 0.6680 0.268
H 2.0664 2.1123 -0.5354 0.233
H 2.2594 1.8045 1.2640 0.251
H 3.5434 2.6320 0.1908 0.271
```

Computed properties:
relative energy (zero: lowest compared OMol25 entry of this formula, charge and spin)	103.3	kcal/mol
LUMO (spin up / spin down)	-8.7 / -14.9	eV
frontier orbital gap (spin up / spin down)	9.26 / 2.92	eV
max |F|	4.57	eV Å⁻¹
⟨S²⟩	0.763
net charge	+2
spin multiplicity	2



[5]
Density functional theory data (wB97M-V/def2-TZVPD) for one molecule with the formula CH4FNP2.

The geometry in XYZ format:
```
9
Properties=species:S:1:pos:R:3:nbo_charge:R:1
C -1.5023 -1.1619 -0.0787 0.420
N -2.5704 -0.5088 0.1617 -0.664
F -1.5797 -2.4848 0.0338 -0.332
P 0.4398 -0.5299 -0.2615 0.414
P 2.4796 -0.9293 0.0142 -0.210
H -2.4506 0.5222 0.1574 0.362
H 0.0509 0.7607 0.3213 0.007
H 0.2094 -0.4719 -1.6219 0.007
H 2.3295 -0.4153 1.4339 -0.004
```

Computed properties:
relative energy (zero: lowest compared OMol25 entry of this formula, charge and spin)	68.9	kcal/mol
LUMO	-0.4	eV
SMILES string	[H]/N=C(/F)[PH2]=P
frontier orbital gap	7.85	eV
max |F|	2.17	eV Å⁻¹



[6]
Density functional theory data (wB97M-V/def2-TZVPD) for one molecule with the formula C5H10S2.

The geometry in XYZ format:
```
17
Properties=species:S:1:pos:R:3:nbo_charge:R:1
C 0.7145 -1.8988 0.4227 -0.423
C 0.0651 -0.7894 0.8028 -0.186
C 0.9220 1.5349 0.5468 -0.611
C 0.1211 0.4031 -1.5417 -0.634
C -0.1073 0.5995 -0.0596 -0.193
S -3.0241 -0.3709 -0.0599 -0.131
S -1.7880 1.1674 0.3369 0.103
H 0.8944 -2.7742 1.2032 0.215
H 1.1278 -2.0680 -0.6047 0.208
H -0.3349 -0.6460 1.7960 0.200
H 0.7163 2.4863 0.0341 0.212
H 0.7864 1.5756 1.5962 0.221
H 1.8653 1.1795 0.2090 0.222
H 1.1649 0.3984 -1.7266 0.208
H -0.2835 1.0914 -2.2503 0.232
H -0.1742 -0.7484 -1.8598 0.218
H -2.6658 -1.1404 1.1549 0.141
```

Computed properties:
relative energy (zero: lowest compared OMol25 entry of this formula, charge and spin)	25.9	kcal/mol
LUMO	0.7	eV
SMILES string	C=CC(C)(C)SS
frontier orbital gap	9.52	eV
max |F|	4.14	eV Å⁻¹



[7]
Density functional theory data (wB97M-V/def2-TZVPD) for one molecule with the formula C5H4N2.

The geometry in XYZ format:
```
11
Properties=species:S:1:pos:R:3:nbo_charge:R:1
C -1.5535 -2.0643 -1.0369 -0.224
C -0.6609 -1.3124 -0.7319 -0.020
C 0.1887 -0.2758 -0.2358 -0.241
C 0.0729 0.0958 1.0862 -0.010
N 0.6369 1.3372 1.1825 -0.338
N 1.1460 1.7560 0.0128 -0.249
C 0.9127 0.7855 -0.8481 -0.025
H -2.3671 -2.6883 -1.3342 0.236
H -0.2730 -0.5746 1.8698 0.235
H 0.6036 2.0594 1.8919 0.418
H 1.2936 0.8814 -1.8563 0.218
```

Computed properties:
relative energy (zero: lowest compared OMol25 entry of this formula, charge and spin)	50.8	kcal/mol
LUMO	1.0	eV
SMILES string	C#Cc1cn[nH]c1
frontier orbital gap	9.86	eV
max |F|	0.87	eV Å⁻¹



[8]
Density functional theory data (wB97M-V/def2-TZVPD) for an isolated ion of composition C4H9N2 and charge +1.

The geometry in XYZ format:
```
15
Properties=species:S:1:pos:R:3:nbo_charge:R:1
C -1.1243 -0.9919 0.2252 -0.449
C -1.1157 0.5603 0.2795 -0.201
C 1.3279 0.6795 0.2951 -0.024
C 0.1903 -0.8773 -0.5618 0.184
N 1.3233 -0.7715 0.2968 -0.661
N 0.1453 0.6811 -0.5661 -0.396
H -0.8416 -1.4924 1.0920 0.251
H -2.0349 -1.3792 -0.3033 0.246
H -1.9185 1.0380 -0.2960 0.241
H -0.9169 1.0054 1.2728 0.235
H 1.1619 1.2215 1.2860 0.218
H 2.1353 1.0397 -0.3003 0.211
H 0.0447 -1.4156 -1.5655 0.245
H 2.2007 -1.3283 0.2895 0.436
H 0.0978 1.3416 -1.4088 0.463
```

Computed properties:
relative energy (zero: lowest compared OMol25 entry of this formula, charge and spin)	73.0	kcal/mol
LUMO	-3.4	eV
SMILES string	C1C[N@H+]2CN[C@@H]12
frontier orbital gap	10.68	eV
max |F|	2.83	eV Å⁻¹
net charge	+1